The following is a DFT calculation (the ωB97M-V functional and the def2-TZVPD basis) of a molecular structure, C34H30CdNO4S3 at a distorted geometry.

Properties
Electronic energy (eV): -82496.515
Gap between HOMO and LUMO (eV): 6.396
Molecular weight (g mol⁻¹): 725.23
Total charge: -1
Multiplicity: 1
HOMO (Eh): -0.1496
Lowest unoccupied orbital energy (eV): 2.326
ΔE to the lowest compared entry with this formula, charge and spin (kcal per mole): 18.7

Each line ends with the Mulliken charge.
Positions of all 73 atoms, in Å:
Cd 0.2933 0.2357 0.0701  0.89
O -1.9949 -0.8738 0.5323  0.05
S -3.1322 0.0447 0.4086  0.50
C -3.7373 0.2969 2.1892  -1.07
C -2.5773 0.3016 3.1772  0.46
C -2.5201 -0.9631 4.0358  -1.49
C -2.1894 -2.2081 3.2242  0.51
S -0.3380 -2.3668 3.0629  -0.04
O 0.1164 -1.1719 2.3621  -0.28
C -0.4553 -3.7514 1.8739  0.38
C -0.6784 -3.5462 0.5246  0.33
C -0.8295 -4.6402 -0.3102  -0.87
C -0.7145 -5.9239 0.1965  -0.74
C -0.4551 -6.1203 1.5433  -0.63
C -0.3328 -5.0311 2.3874  -0.63
C -4.4853 -1.1443 0.0298  0.23
C -4.1406 -2.4662 -0.1931  -0.21
C -5.1076 -3.3949 -0.5325  -0.64
C -6.4266 -2.9925 -0.6665  -0.50
C -6.7698 -1.6633 -0.4724  -0.59
C -5.8005 -0.7355 -0.1288  -0.51
H -4.4705 -0.4709 2.4301  0.56
H -4.2304 1.2663 2.1542  0.56
H -2.6549 1.1654 3.8411  0.45
H -1.6343 0.4057 2.6330  -0.49
H -3.4809 -1.1055 4.5415  0.45
H -1.7565 -0.8264 4.8065  0.38
H -2.5847 -2.1387 2.2131  -0.68
H -2.5342 -3.1213 3.7080  0.64
H -0.7347 -2.5392 0.1397  0.55
H -1.0384 -4.4859 -1.3591  0.53
H -0.8168 -6.7769 -0.4614  0.42
H -0.3507 -7.1241 1.9319  0.38
H -0.1440 -5.1598 3.4423  0.46
H -3.1035 -2.7525 -0.1011  0.12
H -4.8304 -4.4268 -0.6971  0.47
H -7.1858 -3.7151 -0.9304  0.37
H -7.7979 -1.3518 -0.5958  0.38
H -6.0588 0.3029 0.0179  0.42
O -0.9151 2.7933 -2.4317  -0.79
C -1.2759 2.4471 -1.3028  0.17
O -1.5230 1.2510 -0.9524  -0.87
C -1.5061 3.5200 -0.2621  0.35
C -2.3250 4.5783 -0.6281  -0.58
C -2.6013 5.6184 0.2421  -0.61
C -2.0099 5.6138 1.4966  -0.46
C -1.1837 4.5773 1.8686  -0.84
C -0.9226 3.4981 1.0146  0.67
S 0.1399 2.2697 1.6401  -0.63
H -2.7437 4.5652 -1.6257  0.40
H -3.2599 6.4255 -0.0516  0.37
H -2.1886 6.4297 2.1866  0.35
H -0.7150 4.5711 2.8411  0.41
C -0.2180 -0.7231 -4.6237  -0.83
C 0.3428 -1.9865 -4.7145  -0.53
C 0.9604 -2.5378 -3.6064  -0.65
C 1.0274 -1.7975 -2.4187  0.97
N 0.4727 -0.5851 -2.3613  0.05
C -0.1313 -0.0608 -3.4067  -0.31
C 1.7402 -2.2434 -1.2092  1.17
C 2.3891 -3.4819 -1.1843  -0.50
C 3.0862 -3.8866 -0.0637  -0.72
C 3.1909 -3.0335 1.0211  -0.59
C 2.5615 -1.8001 0.9897  -0.08
C 1.7859 -1.3832 -0.0920  -1.06
H -0.7017 -0.2603 -5.4716  0.44
H 0.3122 -2.5379 -5.6466  0.41
H 1.3955 -3.5219 -3.6816  0.31
H -0.5446 0.9343 -3.2626  0.49
H 2.3494 -4.1507 -2.0340  0.23
H 3.5498 -4.8648 -0.0394  0.38
H 3.7540 -3.3383 1.8961  0.39
H 2.6523 -1.1494 1.8511  0.36

Atomic forces in eV per Å
Cd 0.18 0.24 0.13
O 1.50 -0.55 -0.12
S -2.81 -0.15 0.91
C 0.19 0.12 -0.39
C 0.20 -0.02 0.04
C 0.07 0.08 -0.16
C 0.59 -0.01 0.17
S -1.44 -1.41 -0.07
O 0.52 1.05 -0.18
C 0.16 0.24 0.45
C 0.03 0.24 -0.01
C 0.02 -0.02 0.00
C -0.02 -0.12 -0.05
C -0.04 -0.18 0.02
C -0.02 0.10 0.02
C 0.24 0.27 -0.23
C 0.30 0.06 0.07
C -0.17 0.02 0.00
C -0.04 -0.13 -0.03
C -0.09 0.03 0.03
C 0.09 0.09 0.06
H -0.06 -0.02 -0.07
H -0.10 0.06 0.00
H -0.01 0.04 -0.12
H -0.06 0.13 0.18
H 0.04 -0.02 0.05
H -0.07 0.02 0.14
H 0.05 -0.16 0.00
H 0.06 -0.13 0.01
H -0.04 -0.04 0.01
H 0.06 0.04 -0.12
H -0.01 -0.03 -0.03
H 0.01 -0.05 0.04
H 0.08 -0.10 0.17
H 0.06 -0.04 0.02
H 0.03 -0.06 -0.01
H -0.07 -0.03 -0.04
H -0.05 0.05 0.01
H -0.09 0.15 -0.01
O -0.05 0.25 -0.09
C -0.02 0.41 -0.22
O 0.68 -0.10 -0.21
C 0.11 -0.05 0.00
C -0.11 0.09 -0.04
C -0.10 0.07 -0.08
C -0.10 0.20 0.05
C 0.00 -0.08 -0.01
C -0.18 0.03 -0.17
S 0.51 -0.63 0.00
H 0.00 0.05 -0.06
H -0.01 0.03 -0.04
H -0.03 0.02 0.03
H 0.05 0.03 0.12
C 0.09 -0.13 -0.04
C -0.06 0.07 0.00
C 0.01 0.05 0.13
C -0.20 0.09 -0.67
N 0.06 -0.12 0.41
C -0.32 0.27 -0.59
C 0.48 0.07 0.69
C -0.06 0.08 -0.07
C 0.04 -0.23 -0.07
C 0.12 0.06 0.16
C 0.04 0.05 0.01
C -0.21 -0.18 -0.21
H -0.03 0.06 -0.01
H -0.03 -0.03 0.00
H 0.06 -0.05 0.05
H -0.03 -0.05 -0.02
H -0.03 -0.04 -0.04
H 0.05 -0.03 -0.02
H 0.04 0.01 0.02
H -0.05 -0.04 0.06

---

The following is a DFT calculation (the ωB97M-V functional and the def2-TZVPD basis) of a molecular structure, C34H30FN5O2RuS2 at a distorted geometry.

Properties
Electronic energy (eV): -74252.421
<S²>: 8.8106
Gap between HOMO and LUMO (spin up / spin down) (eV): 4.642 / 5.415
Molecular weight (g mol⁻¹): 724.85
Total charge: +1
Multiplicity: 6
HOMO (spin up / spin down) (Eh): -0.2782 / -0.3955
Lowest unoccupied orbital energy (spin up / spin down) (eV): -2.928 / -5.346

Each line ends with the Löwdin spin population.
Positions of all 75 atoms, in Å:
Ru 0.2021 0.6831 -0.2067  2.81
O -2.0252 1.4129 -0.7243  0.04
C -3.1818 1.2863 0.0823  0.00
C -2.8396 0.7133 1.4321  0.01
C -3.8748 0.3341 2.2785  0.00
C -3.5730 -0.1241 3.5466  0.00
C -2.2399 -0.1744 3.9324  0.00
C -1.2744 0.2017 3.0183  0.01
N -1.5603 0.6302 1.7849  0.07
H -2.2327 1.3809 -1.6646  0.00
H -3.9341 0.6534 -0.3943  0.00
H -3.6198 2.2776 0.2451  0.00
H -4.8995 0.4090 1.9366  0.00
H -4.3574 -0.4313 4.2251  0.00
H -1.9535 -0.5034 4.9211  0.00
H -0.2272 0.1693 3.2892  0.00
S 3.1804 3.9792 5.8285  0.02
N 2.3028 4.5954 4.6165  0.01
C 2.0476 3.6112 3.7792  0.00
C 1.2867 3.7193 2.5569  0.05
C 0.7587 4.8964 2.0754  0.06
C 0.0505 4.9003 0.8654  0.10
C -0.1433 3.6998 0.2137  0.02
N 0.3242 2.5435 0.6753  0.14
C 1.0936 2.5109 1.8194  0.11
C 1.6647 1.2914 2.2081  0.13
N 1.4599 0.1716 1.4133  0.19
C 2.0100 -0.9973 1.7521  0.04
C 2.7738 -1.1630 2.8837  0.11
C 2.9900 -0.0562 3.7243  0.08
C 2.4454 1.1637 3.4001  0.05
C 2.6085 2.3605 4.1951  0.00
N 3.2651 2.4412 5.3335  0.00
H 0.9093 5.8072 2.6397  0.00
H -0.3432 5.8148 0.4485  0.01
H -0.6997 3.6475 -0.7144  0.00
H 1.8249 -1.8293 1.0835  0.00
H 3.2047 -2.1276 3.1053  0.01
H 3.5850 -0.1449 4.6233  0.00
C 2.2122 -5.3404 -3.1734  0.07
C 2.7785 -4.1691 -3.6654  0.00
C 2.4019 -2.9495 -3.1413  0.06
C 1.4183 -2.8763 -2.1394  0.04
C 0.8626 -4.0675 -1.6446  0.06
C 1.2620 -5.2852 -2.1591  -0.01
C 1.0547 -1.5587 -1.6633  0.24
C -0.0801 -1.1764 -0.9926  0.13
C -1.3141 -1.9331 -0.9167  0.01
C -1.9282 -2.4198 -2.0809  0.02
C -3.1122 -3.1282 -2.0050  0.00
C -3.7127 -3.3601 -0.7733  0.03
C -3.1124 -2.8886 0.3876  0.00
C -1.9258 -2.1816 0.3204  0.02
H 2.5199 -6.2987 -3.5697  0.00
H 3.5196 -4.2121 -4.4521  0.00
H 2.8494 -2.0349 -3.5119  0.00
H 0.1417 -4.0318 -0.8397  0.00
H 0.8355 -6.1971 -1.7633  0.00
H 1.8201 -0.8044 -1.8515  0.01
H -1.4585 -2.2365 -3.0396  0.00
H -3.5651 -3.5178 -2.9075  0.00
H -4.6422 -3.9109 -0.7176  0.00
H -3.5691 -3.0746 1.3512  0.00
H -1.4305 -1.8534 1.2252  0.00
F 2.0477 1.3163 -1.1414  0.20
C 1.4980 2.9994 -3.5374  0.00
S 0.9565 1.2851 -3.4472  0.01
C 0.1368 1.2457 -5.0711  0.01
O -0.2439 1.2826 -2.5150  0.04
H 2.1785 3.1001 -4.3820  0.00
H 2.0210 3.2113 -2.6084  0.00
H 0.6261 3.6405 -3.6545  0.00
H 0.9006 1.3035 -5.8460  0.00
H -0.5657 2.0724 -5.1581  0.00
H -0.3891 0.2956 -5.1443  0.00

Atomic forces in eV per Å
Ru 0.68 -0.45 -0.86
O 0.18 -0.24 0.19
C -0.14 0.03 0.11
C 0.05 0.02 0.08
C -0.04 0.05 0.01
C 0.06 0.03 -0.06
C -0.04 -0.02 -0.02
C 0.04 0.00 0.15
N -0.07 -0.14 -0.23
H 0.14 -0.03 -0.07
H 0.05 -0.01 -0.06
H -0.02 -0.03 -0.07
H -0.01 -0.02 0.02
H -0.01 0.01 0.00
H 0.03 -0.01 -0.01
H 0.01 -0.07 -0.04
S -0.06 -0.06 -0.11
N 0.03 0.11 0.10
C 0.25 -0.28 0.27
C -0.28 0.08 -0.41
C 0.16 -0.19 0.18
C -0.09 -0.15 -0.18
C -0.02 0.48 0.03
N 0.17 0.19 0.24
C 0.03 0.28 0.05
C 0.19 -0.07 0.22
N -0.50 0.62 -0.38
C 0.19 -0.29 0.30
C -0.11 -0.14 -0.25
C -0.05 0.34 0.07
C -0.05 -0.48 -0.24
C -0.11 0.45 -0.01
N 0.09 0.01 0.14
H 0.01 0.01 -0.01
H -0.04 -0.02 0.00
H -0.01 -0.03 0.02
H -0.02 0.03 -0.02
H -0.01 0.00 -0.02
H 0.00 0.00 0.01
C -0.02 0.04 0.01
C 0.03 -0.02 -0.07
C 0.03 -0.03 0.05
C -0.04 0.11 0.07
C -0.01 -0.03 -0.01
C -0.06 0.00 0.07
C 0.36 -0.42 -0.46
C 0.11 0.83 0.65
C -0.35 -0.21 0.01
C 0.17 0.08 0.05
C -0.10 -0.05 -0.06
C 0.04 0.05 0.03
C -0.06 -0.07 0.04
C 0.18 0.05 -0.10
H 0.00 0.01 -0.01
H 0.01 -0.02 0.01
H 0.01 0.01 0.03
H -0.01 -0.02 -0.01
H 0.02 -0.01 -0.01
H -0.13 0.10 0.02
H -0.01 -0.02 -0.01
H -0.02 0.05 -0.01
H 0.01 -0.01 -0.01
H 0.01 -0.03 -0.01
H -0.07 0.03 0.00
F -0.70 -0.49 0.34
C 0.12 -0.25 0.17
S -0.24 0.52 -0.85
C 0.26 -0.08 0.34
O -0.24 -0.05 0.55
H -0.01 0.00 -0.02
H -0.01 -0.05 0.03
H -0.04 -0.05 -0.04
H 0.00 0.00 -0.01
H 0.02 0.01 0.07
H 0.03 0.00 0.01

---

The following is a DFT calculation (the ωB97M-V functional and the def2-TZVPD basis) of a molecular structure, C34H30N2O6S2Tl.

Properties
Electronic energy (eV): -77366.130
Gap between HOMO and LUMO (spin up / spin down) (eV): 5.957 / 4.524
Molecular weight (g mol⁻¹): 831.14
Total charge: +1
Multiplicity: 1
HOMO (spin up / spin down) (Eh): -0.3787 / -0.3767
Lowest unoccupied orbital energy (spin up / spin down) (eV): -4.348 / -5.727
ΔE to the lowest compared entry with this formula, charge and spin (kcal per mole): 32.3

Each line ends with the Mulliken charge.
Positions of all 75 atoms, in Å:
Tl -0.2807 -0.1878 -1.3185  0.72
S -1.9468 -1.7394 0.8278  -0.25
C -3.3198 -0.9024 1.2426  0.10
N -4.3557 -1.4333 1.9016  0.20
C -5.3881 -0.5207 2.4095  -0.97
C -4.6812 0.6793 3.0061  -0.65
N -3.9469 1.3352 1.9213  0.48
C -3.9384 2.7898 1.8425  -2.26
C -2.7405 3.4331 2.5102  1.21
C -2.3316 4.6877 2.0671  -0.46
C -1.2794 5.3487 2.6838  -0.81
C -0.6115 4.7557 3.7484  -0.04
C -1.0016 3.4973 4.1850  -1.07
C -2.0590 2.8399 3.5673  0.12
C -3.4338 0.5763 0.9367  0.38
S -2.9678 1.1558 -0.5361  -0.31
C -4.3982 -2.8377 2.3417  -2.02
C -3.7364 -3.0376 3.6918  1.16
C -2.4621 -3.5877 3.7827  -0.30
C -1.8433 -3.7308 5.0180  -0.68
C -2.4872 -3.3171 6.1750  -0.44
C -3.7677 -2.7860 6.0963  -0.78
C -4.3904 -2.6568 4.8630  -0.18
H -5.9735 -1.0355 3.1624  0.44
H -6.0489 -0.2082 1.5972  0.36
H -4.0202 0.3484 3.8113  0.36
H -5.3979 1.3877 3.4181  0.55
H -4.8632 3.1550 2.2912  0.51
H -3.9408 3.0743 0.7958  0.49
H -2.8520 5.1560 1.2369  0.43
H -0.9800 6.3309 2.3374  0.59
H 0.2056 5.2736 4.2365  0.40
H -0.4887 3.0217 5.0120  0.37
H -2.3432 1.8549 3.9186  0.20
H -3.9045 -3.4390 1.5844  0.68
H -5.4489 -3.1224 2.3870  0.51
H -1.9551 -3.9094 2.8832  0.40
H -0.8535 -4.1675 5.0754  0.39
H -1.9994 -3.4170 7.1365  0.40
H -4.2872 -2.4791 6.9964  0.40
H -5.4067 -2.2797 4.8253  0.36
C 1.4960 2.3730 2.2309  -1.29
C 0.6318 2.2735 1.0084  1.12
O -0.0703 1.3090 0.8089  -0.41
C 0.6005 3.4225 0.0461  0.28
C 0.4359 4.7013 0.5050  -0.67
C 0.2052 5.7645 -0.3816  -0.67
C 0.1463 5.5450 -1.7682  -0.65
C 0.3241 4.2875 -2.2671  -0.47
C 0.5998 3.1681 -1.3925  0.32
O 0.8855 2.0516 -1.8707  -0.73
H 1.7129 1.3659 2.5791  0.34
H 0.9486 2.9037 3.0193  0.14
H 2.4188 2.9147 2.0252  0.41
H 0.4445 4.8849 1.5734  0.96
H 0.0547 6.7625 0.0092  0.40
H -0.0440 6.3734 -2.4377  0.41
H 0.3111 4.0826 -3.3307  0.48
O 4.0439 -0.6873 0.2564  -0.70
C 2.9555 -1.1256 -0.1125  0.28
O 1.7826 -0.7201 0.1170  -0.56
C 3.0580 -2.4104 -0.9927  0.06
C 1.8857 -3.1980 -1.2650  -0.39
C 1.9093 -4.2997 -2.0887  -0.99
C 3.1574 -4.6417 -2.5759  1.06
O 3.4817 -5.6424 -3.3706  -0.40
C 4.9091 -5.6444 -3.4951  -0.22
O 5.3818 -4.4838 -2.8183  -0.40
C 4.3397 -3.9056 -2.2355  1.16
C 4.3070 -2.7783 -1.4523  -1.10
H 0.9607 -2.9145 -0.7830  0.61
H 1.0245 -4.8748 -2.3257  0.48
H 5.1880 -5.6105 -4.5433  0.28
H 5.3089 -6.5358 -3.0182  0.29
H 5.1818 -2.1942 -1.2022  0.57

Atomic forces in eV per Å
Tl 0.09 -0.31 -0.13
S -0.27 0.07 0.13
C 0.03 -0.48 0.16
N -0.06 0.21 0.03
C 0.26 0.04 0.00
C -0.11 -0.09 -0.11
N 0.04 -0.20 0.03
C 0.12 0.02 0.09
C 0.09 0.07 -0.01
C -0.15 0.09 0.10
C -0.49 0.05 0.53
C -0.22 0.14 0.16
C -0.24 0.04 0.02
C 0.03 -0.04 0.03
C 0.02 0.29 -0.13
S -0.16 0.10 0.03
C 0.14 0.08 0.11
C -0.05 0.06 -0.03
C -0.01 -0.02 0.05
C 0.01 0.00 0.00
C 0.00 0.01 -0.02
C -0.03 0.04 0.00
C 0.03 -0.03 0.02
H -0.03 -0.05 0.01
H -0.04 -0.02 0.01
H 0.05 0.04 0.01
H 0.01 0.03 -0.03
H -0.01 0.00 0.06
H -0.10 -0.02 -0.12
H 0.05 -0.03 0.02
H -0.07 -0.01 0.04
H -0.01 -0.02 -0.01
H 0.00 0.02 -0.01
H 0.03 0.03 -0.03
H 0.02 -0.03 -0.07
H -0.03 0.02 -0.04
H 0.00 0.04 -0.01
H -0.04 0.03 -0.01
H -0.02 -0.02 -0.03
H 0.02 -0.04 -0.04
H 0.03 -0.01 0.00
C 0.00 0.05 0.06
C 0.32 0.21 0.15
O -0.19 -0.11 -0.02
C -0.16 -0.11 -0.19
C 0.43 -0.10 -0.06
C 0.02 -0.06 -0.11
C -0.10 0.06 0.10
C 0.12 -0.03 -0.08
C 0.08 -0.01 0.06
O -0.07 0.31 0.02
H 0.02 -0.02 -0.04
H 0.19 -0.11 -0.26
H 0.00 -0.03 -0.01
H 0.32 -0.09 -0.49
H 0.02 0.01 0.00
H 0.02 0.01 0.02
H 0.00 0.00 0.05
O -0.33 -0.03 -0.09
C 0.01 0.01 0.13
O 0.37 -0.31 -0.21
C -0.19 0.22 0.42
C 0.18 -0.09 -0.13
C -0.22 0.02 0.07
C 0.15 0.24 0.15
O 0.13 -0.20 -0.09
C 0.11 -0.12 -0.09
O 0.09 -0.13 -0.12
C -0.30 0.02 -0.02
C 0.05 0.00 -0.13
H 0.03 0.18 0.01
H 0.07 -0.01 0.03
H -0.06 0.14 -0.10
H -0.01 -0.05 0.13
H -0.05 0.02 0.06

---

- Among the records above, which one has the lowest molecular weight?
  C34H30FN5O2RuS2